(1)
# C5H7NO

A single C5H7NO molecule (wB97M-V/def2-TZVPD, OMol25).

Summary:
SMILES: OCC#C[C@H]1CN1
Maximum force in hartree/bohr: 0.00954
Orbital gap in eV: 10.1
Charge: 0
Electronic energy in Eh: -324.6016
Highest occupied orbital energy in eV: -9.25
Relative energy (zero: lowest compared OMol25 entry of this formula, charge and spin) in kJ/mol: 322.7

Positions of all 14 atoms, in Å:
C 1.164 0.123 0.112
C -1.349 0.951 0.345
H -1.821 -0.616 1.573
H -2.166 -0.791 -0.732
O 2.770 -1.568 0.711
N -2.276 0.221 1.215
H 3.225 0.444 0.404
C 2.558 -0.348 0.031
H -3.336 0.622 -0.616
H -1.475 2.031 0.388
H 2.831 -0.534 -1.012
C 0.021 0.497 0.213
C -2.449 0.129 -0.226
H 2.520 -1.432 1.633

=====

(2)
# C5H7NO

A single C5H7NO molecule in a non-equilibrium geometry (wB97M-V/def2-TZVPD, OMol25).

Summary:
SMILES: CC[C@@]1(C#N)CO1
Maximum force in hartree/bohr: 0.02154
Orbital gap in eV: 12.0
Charge: 0
Electronic energy in Eh: -324.6625
Highest occupied orbital energy in eV: -11.14
Relative energy (zero: lowest compared OMol25 entry of this formula, charge and spin) in kJ/mol: 162.8

Positions of all 14 atoms, in Å:
C 0.626 0.923 -1.352
H -1.440 0.296 -1.173
H 0.579 -1.015 2.419
C -0.610 0.589 -0.521
O -1.313 -0.674 1.513
H -0.944 1.459 0.054
N 0.453 -2.763 -0.634
C -0.367 -0.532 0.468
H 0.405 1.722 -2.064
H 0.110 0.758 2.193
H 0.964 0.051 -1.922
H 1.456 1.256 -0.719
C 0.002 -0.276 1.867
C 0.078 -1.794 -0.127

=====

(3)
# C5H7NO

A single C5H7NO molecule in a non-equilibrium geometry (wB97M-V/def2-TZVPD, OMol25).

Summary:
SMILES: CC[C@@]1(C#N)CO1
Maximum force in hartree/bohr: 0.02010
Orbital gap in eV: 12.0
Charge: 0
Electronic energy in Eh: -324.6505
Highest occupied orbital energy in eV: -11.15
Relative energy (zero: lowest compared OMol25 entry of this formula, charge and spin) in kJ/mol: 194.3

Positions of all 14 atoms, in Å:
H -2.352 -0.626 -0.986
C 0.756 0.031 -0.117
H 2.797 0.584 0.631
H 1.971 -0.791 1.538
H -1.665 0.967 -0.762
C 2.004 -0.166 0.644
O 1.777 -0.837 -0.583
C -1.865 0.021 -0.257
H -2.581 0.242 0.534
N 0.268 2.204 -1.478
H -0.505 -1.665 0.005
C -0.579 -0.616 0.314
C 0.587 1.259 -0.893
H -0.613 -0.608 1.410

=====

(4)
# C5H7NO

A single C5H7NO molecule (wB97M-V/def2-TZVPD, OMol25).

Summary:
SMILES: C[C@]12N[C@H]1CC2=O
Maximum force in hartree/bohr: 0.01040
Orbital gap in eV: 10.5
Charge: 0
Electronic energy in Eh: -324.6510
Highest occupied orbital energy in eV: -9.50
Relative energy (zero: lowest compared OMol25 entry of this formula, charge and spin) in kJ/mol: 192.8

Positions of all 14 atoms, in Å:
C -1.935 0.050 0.089
O 0.489 -0.299 -2.363
H -2.472 -0.713 -0.481
H -2.295 1.036 -0.221
H 0.774 -1.763 0.450
H -2.169 -0.093 1.146
H 2.607 -0.052 -0.233
H 1.832 1.530 -0.480
H 0.609 0.857 1.790
C -0.455 -0.140 -0.031
C 0.538 -0.064 -1.188
C 1.648 0.471 -0.263
N 0.164 -1.086 0.901
C 0.666 0.266 0.883

=====

(5)
# C5H7NO

C5H7NO as an isolated structure in a non-equilibrium geometry (wB97M-V/def2-TZVPD, OMol25).

Summary:
Maximum force in hartree/bohr: 0.02071
Orbital gap in eV: 8.8
Charge: 0
Electronic energy in Eh: -324.6074
Highest occupied orbital energy in eV: -8.84
Relative energy (zero: lowest compared OMol25 entry of this formula, charge and spin) in kJ/mol: 307.3

Positions of all 14 atoms, in Å:
H 2.020 -0.336 0.997
H 1.553 -2.036 0.877
O 1.097 1.106 -1.146
C 0.251 -0.705 -0.226
H 1.297 -0.099 -1.162
H 0.634 -0.946 1.929
N -1.873 -2.188 -0.422
H -1.243 1.669 0.841
C -0.922 -1.529 -0.318
C -1.086 1.599 -0.241
H -1.986 1.134 -0.659
C 1.165 -1.018 0.971
C 0.064 0.705 -0.518
H -0.939 2.589 -0.675

=====

(6)
# C5H7NO

A single C5H7NO molecule (wB97M-V/def2-TZVPD, OMol25).

Summary:
SMILES: O=C1CC=CCN1
Maximum force in hartree/bohr: 0.00612
Orbital gap in eV: 10.4
Charge: 0
Electronic energy in Eh: -324.7206
Highest occupied orbital energy in eV: -9.50
Relative energy (zero: lowest compared OMol25 entry of this formula, charge and spin) in kJ/mol: 10.2

Positions of all 14 atoms, in Å:
H -2.327 0.247 0.491
C 1.452 -0.165 -0.032
H -1.855 0.204 -1.204
C -1.462 0.150 -0.176
C -0.808 -1.184 0.036
H -0.931 2.178 0.181
H 1.919 -0.176 -1.026
O 1.481 2.202 0.337
C 0.511 -1.327 0.111
N -0.549 1.248 0.081
H 0.947 -2.312 0.260
H -1.471 -2.042 0.114
H 2.282 -0.223 0.679
C 0.811 1.200 0.148